1.
A 14-piece molecular cluster, C25H83N15O14 overall in a non-equilibrium geometry. Source: the OMol25 dataset; level of theory: the ωB97M-V functional and the def2-TZVPD basis.

```
137
C25H83N15O14 the ωB97M-V functional and the def2-TZVPD basis
C 7.94 7.27 -32.24
O 8.22 8.24 -31.54
N 8.08 6.03 -31.89
N 7.34 7.33 -33.40
H 8.21 5.95 -30.90
H 7.71 5.29 -32.46
H 7.15 8.17 -33.93
H 6.90 6.49 -33.75
C 18.10 -2.51 -39.35
O 17.21 -3.02 -38.79
N 18.87 -1.58 -38.75
N 18.48 -2.74 -40.54
H 18.38 -0.91 -38.18
H 19.69 -1.32 -39.28
H 19.39 -2.49 -40.89
H 17.83 -3.32 -41.05
C 16.55 -1.10 -27.51
O 16.70 -0.14 -26.86
N 15.53 -1.92 -27.43
N 17.34 -1.57 -28.42
H 15.56 -2.61 -28.17
H 14.78 -1.79 -26.76
H 17.16 -2.29 -29.10
H 17.94 -0.76 -28.58
C 20.22 5.31 -40.98
O 20.75 4.23 -40.92
N 19.50 5.85 -40.06
N 20.24 6.07 -42.10
H 19.25 6.83 -40.15
H 19.05 5.15 -39.48
H 19.64 6.88 -42.19
H 20.70 5.74 -42.94
C 13.34 -3.52 -32.20
O 14.28 -4.09 -31.69
N 12.19 -3.32 -31.71
N 13.30 -3.18 -33.44
H 11.45 -3.10 -32.35
H 11.99 -3.58 -30.76
H 12.53 -2.60 -33.76
H 13.86 -3.74 -34.08
C 14.70 3.03 -37.95
C 14.32 2.62 -36.50
C 15.29 2.92 -35.27
O 16.62 2.58 -35.59
C 17.33 2.04 -34.41
N 13.01 3.19 -36.29
H 15.67 2.72 -38.30
H 14.62 4.12 -37.89
H 13.92 2.68 -38.63
H 14.17 1.54 -36.47
H 14.78 2.45 -34.43
H 15.41 4.00 -35.13
H 17.11 0.98 -34.42
H 16.85 2.37 -33.49
H 18.39 2.30 -34.39
H 13.15 4.19 -36.26
H 12.63 2.90 -35.40
C 12.07 2.01 -46.19
C 12.46 0.73 -46.88
C 13.74 0.00 -46.32
O 14.86 -0.02 -47.16
C 15.69 1.15 -47.09
N 11.28 -0.12 -46.89
H 11.40 2.54 -46.87
H 12.94 2.67 -46.23
H 11.68 2.00 -45.17
H 12.76 1.07 -47.87
H 13.57 -1.08 -46.34
H 13.99 0.40 -45.34
H 16.24 1.32 -46.17
H 15.20 2.11 -47.25
H 16.44 1.03 -47.87
H 11.44 -0.72 -47.69
H 10.43 0.42 -47.01
C 10.65 1.96 -23.79
C 11.61 3.14 -23.88
C 11.09 4.36 -24.74
O 11.03 4.00 -26.17
C 12.25 3.94 -26.86
N 11.91 3.69 -22.55
H 9.79 2.21 -23.16
H 11.20 1.10 -23.40
H 10.18 1.68 -24.73
H 12.48 2.64 -24.31
H 11.83 5.16 -24.61
H 10.16 4.79 -24.38
H 12.86 3.11 -26.49
H 12.74 4.91 -26.72
H 12.09 3.84 -27.94
H 12.70 4.33 -22.51
H 12.21 2.93 -21.96
C 27.49 -6.10 -32.96
C 26.37 -7.00 -33.47
C 25.44 -6.24 -34.58
O 24.81 -5.24 -33.90
C 24.01 -4.42 -34.73
N 26.84 -8.26 -34.01
H 27.18 -5.09 -32.72
H 28.21 -5.94 -33.76
H 28.05 -6.50 -32.11
H 25.78 -7.26 -32.59
H 24.75 -6.97 -35.01
H 26.08 -5.81 -35.35
H 23.46 -3.64 -34.21
H 23.15 -4.88 -35.20
H 24.54 -4.20 -35.66
H 27.40 -8.00 -34.81
H 27.47 -8.71 -33.36
C 23.59 7.28 -31.23
C 23.54 8.68 -30.82
C 23.82 8.83 -29.29
O 23.76 10.20 -28.73
C 24.00 10.22 -27.35
N 24.35 9.46 -31.72
H 23.03 6.66 -30.54
H 24.66 7.03 -31.24
H 23.38 7.00 -32.26
H 22.51 9.04 -30.96
H 24.76 8.30 -29.20
H 23.15 8.11 -28.82
H 23.37 9.48 -26.86
H 23.81 11.24 -27.04
H 25.04 10.11 -27.05
H 24.00 9.48 -32.67
H 24.18 10.41 -31.41
O 9.64 -1.03 -42.61
H 9.34 -0.13 -42.52
H 9.84 -1.13 -43.54
O 11.61 -2.65 -38.48
H 12.56 -2.79 -38.48
H 11.37 -2.67 -39.41
O 7.88 2.77 -39.70
H 7.01 2.64 -39.32
H 8.47 2.81 -38.94
O 8.71 -1.93 -34.68
H 8.31 -2.77 -34.48
H 9.46 -2.14 -35.23
```

Summary:
LUMO = 0.03 eV

=====

2.
One molecule with the formula C6H9N in a non-equilibrium geometry. Source: the OMol25 dataset; level of theory: the ωB97M-V functional and the def2-TZVPD basis.

```
16
C6H9N the ωB97M-V functional and the def2-TZVPD basis
H -2.62 -0.09 0.35
N -1.82 -0.73 0.32
C -0.71 -0.06 0.31
C -0.64 1.46 0.40
C 0.16 -0.80 1.29
C 1.95 -0.62 0.68
C 1.60 -0.49 -0.55
C 0.57 -0.38 -1.40
H 0.38 1.85 0.32
H -1.02 1.70 1.40
H -1.28 1.96 -0.33
H -0.02 -1.88 1.24
H -0.10 -0.41 2.29
H 2.93 -0.72 1.17
H 0.44 0.52 -1.98
H 0.20 -1.29 -1.87
```

Summary:
ΔE to the lowest compared entry with this formula, charge and spin = 120.8 kcal/mol
SMILES string = [H]/N=C(\C)CC=C=C
LUMO = 0.35 eV

=====

3.
One molecule with the formula C8H12NO2P in a non-equilibrium geometry. Source: the OMol25 dataset; level of theory: the ωB97M-V functional and the def2-TZVPD basis.

```
24
C8H12NO2P the ωB97M-V functional and the def2-TZVPD basis
C -0.86 1.66 2.73
N 0.17 0.73 2.22
C 1.18 0.16 3.13
C 0.14 0.31 0.85
C 0.74 -0.89 0.44
C 0.63 -1.31 -0.89
C -0.05 -0.50 -1.84
P -0.26 -1.07 -3.55
O 0.60 -2.27 -4.18
O -1.51 -0.47 -4.45
C -0.68 0.66 -1.42
C -0.56 1.05 -0.09
H -0.80 2.65 2.24
H -0.63 1.87 3.82
H -1.87 1.30 2.61
H 2.12 -0.12 2.61
H 1.44 0.82 3.96
H 0.76 -0.79 3.58
H 1.25 -1.58 1.10
H 1.09 -2.26 -1.22
H 1.36 -1.90 -4.64
H -1.87 -1.20 -5.01
H -1.29 1.19 -2.15
H -1.09 1.98 0.14
```

Summary:
ΔE to the lowest compared entry with this formula, charge and spin = 94.0 kcal/mol
SMILES string = CN(C)c1ccc(P(O)O)cc1
LUMO = 0.08 eV

=====

4.
C23H28N4OOs as an isolated structure in a non-equilibrium geometry. Source: the OMol25 dataset; level of theory: the ωB97M-V functional and the def2-TZVPD basis.

```
57
C23H28N4OOs the ωB97M-V functional and the def2-TZVPD basis
Os -0.21 0.03 0.07
C -1.45 -2.19 -1.36
C -0.64 -3.31 -0.72
C 0.49 -2.97 0.21
C 1.27 -4.01 0.69
C 2.38 -3.76 1.47
C 2.71 -2.43 1.78
C 1.89 -1.43 1.33
N 0.79 -1.69 0.56
N -0.67 -0.96 -1.73
C 0.53 -1.27 -2.53
C 1.49 -0.16 -2.32
C 2.57 0.06 -3.14
C 3.48 1.06 -2.82
C 3.29 1.83 -1.68
C 2.19 1.58 -0.89
N 1.30 0.60 -1.19
C -1.54 -0.06 -2.54
C -2.42 0.73 -1.65
C -3.62 1.25 -2.03
C -4.31 2.09 -1.15
C -3.77 2.37 0.11
C -2.57 1.81 0.45
N -1.87 1.00 -0.42
H -2.27 -1.87 -0.71
H -1.91 -2.61 -2.26
H -0.21 -3.95 -1.50
H -1.35 -3.96 -0.20
H 1.00 -5.02 0.42
H 3.00 -4.57 1.82
H 3.58 -2.18 2.37
H 2.12 -0.40 1.55
H 0.27 -1.41 -3.58
H 1.00 -2.20 -2.20
H 2.71 -0.57 -4.01
H 4.34 1.24 -3.46
H 3.98 2.62 -1.40
H 2.00 2.17 0.00
H -2.11 -0.62 -3.28
H -0.91 0.64 -3.09
H -4.03 1.02 -3.01
H -5.27 2.52 -1.44
H -4.28 3.01 0.82
H -2.12 2.01 1.41
C 0.35 2.79 3.47
C -0.77 1.87 4.00
C -0.69 0.60 3.18
O -0.02 0.99 1.91
C 0.79 2.22 2.13
H 1.19 2.84 4.16
H 0.01 3.82 3.37
H -1.74 2.34 3.93
H -0.64 1.65 5.06
H -1.66 0.16 2.94
H -0.09 -0.17 3.67
H 0.59 2.90 1.30
H 1.85 1.95 2.13
```

Summary:
ΔE to the lowest compared entry with this formula, charge and spin = 14.5 kcal/mol
Net charge = +4
LUMO (alpha / beta) = -16.23 / -16.25 eV